# C5H6F3N3O

2 unconnected molecules or ions with the total composition C5H6F3N3O (ωB97M-V with the def2-TZVPD basis set, the OMol25 dataset).

XYZ file:
```
18
C5H6F3N3O ωB97M-V with the def2-TZVPD basis set
C -3.2770 1.3170 -0.5938
C 2.0739 -0.6453 -0.0056
C 2.4590 0.8266 0.3388
C 0.5847 -0.6148 0.1339
C -0.4392 -1.6298 -0.1559
N 1.2107 1.5238 0.2892
N 0.3016 0.6831 0.1477
N -4.3153 1.4288 -0.0511
O -2.2980 1.4643 -1.1971
F -0.3960 -2.2678 -1.4264
F -0.2283 -2.7131 0.6560
F -1.6934 -1.2776 -0.0699
H 2.4603 -0.8872 -0.9556
H 2.6283 -1.4034 0.6290
H 2.8504 0.8218 1.5164
H 3.4020 1.1098 -0.0213
H -0.6225 1.0872 -0.1080
H -4.7014 1.1768 0.8737
```

For the energy above the lowest of the compared OMol25 structures with the same formula, charge and spin, the calculation gives 0.0 kJ/mol. The molar mass comes out at 181.117 g/mol. The LUMO energy comes out at 0.5 eV. For the strongest force on any atom, the calculation gives 6.0 eV Å⁻¹. Its HOMO energy is -7.9 eV. Its spin multiplicity is 1. For the HOMO-LUMO gap, the calculation gives 8.43 eV.

Atom charges from the Löwdin analysis, given in e for atoms 1 to 4: atom 1 (C): -0.43, atom 2 (C): -0.11, atom 3 (C): -0.19, atom 4 (C): -0.14